No. 1
Entry from the OMol25 dataset: a cluster of 8 separate species, C14H24N8O4 in total at a distorted geometry (the ωB97M-V functional and the def2-TZVPD basis).

Structure (XYZ):
```
50
Properties=species:S:1:pos:R:3:forces:R:3:mulliken_charge:R:1
O -1.504 -9.923 9.829 0.425 0.105 0.075 -0.51
O -3.233 -10.600 15.329 0.868 0.083 0.181 -0.56
O -2.035 -11.971 9.492 0.278 -1.386 0.015 -0.50
O -2.116 -9.758 13.624 -1.190 -1.212 1.393 -0.58
N -1.436 -13.198 13.598 -1.450 -0.350 0.659 -0.33
N -8.486 -12.324 15.011 1.024 -0.490 1.153 -0.42
N 0.096 -10.510 18.513 0.510 -1.235 0.641 -0.44
N -0.061 -6.368 14.413 2.362 -0.568 2.518 -0.37
N -5.206 -13.879 13.650 0.098 -0.793 -0.146 -0.40
N -2.210 -10.797 9.374 -0.823 1.443 0.024 0.88
N -2.576 -16.288 15.550 0.006 -1.930 -0.557 -0.47
N -3.053 -10.399 14.150 0.961 1.334 -0.210 0.99
C -0.816 -6.223 13.597 -3.192 0.981 -3.360 0.33
C -2.609 -15.330 16.156 -0.100 3.149 0.229 0.33
C -4.139 -10.778 13.255 0.114 -0.235 0.088 -0.62
C -4.985 -16.449 13.249 0.667 0.305 -0.005 -0.88
C -0.810 -8.585 17.045 1.872 -1.608 -1.427 -0.49
C -2.661 -13.915 16.623 -0.056 -0.753 1.123 -0.31
C -7.776 -12.794 15.799 -0.612 -0.084 -0.677 0.34
C -1.852 -5.948 12.548 0.039 -2.837 0.884 -0.67
C -3.457 -10.333 8.680 -0.092 -0.409 -0.884 -0.73
C -0.295 -9.699 17.818 -0.398 1.196 0.260 0.30
C -0.559 -12.843 12.969 3.201 0.758 -1.195 0.31
C 0.742 -12.423 12.287 -2.542 0.372 -1.095 -0.75
C -5.083 -15.008 13.449 0.120 0.871 0.360 0.37
C -6.900 -13.489 16.767 -0.448 -0.337 0.207 -0.59
H -4.766 -11.554 13.707 0.057 0.554 -0.141 0.25
H 1.551 -13.067 12.553 0.363 -0.354 0.336 0.33
H -1.757 -6.693 11.727 0.117 0.437 0.560 0.16
H -2.852 -6.126 12.989 0.547 0.367 -0.179 0.23
H 0.567 -12.467 11.173 0.215 -0.041 1.153 0.22
H -3.276 -13.848 17.528 0.360 -0.208 0.129 0.33
H -3.611 -11.148 12.408 -0.057 -0.315 -0.973 0.20
H -7.423 -13.724 17.702 -0.085 0.718 -0.070 0.37
H -3.361 -9.256 8.540 -0.262 -0.194 0.363 0.30
H -1.784 -8.365 17.324 -1.763 0.587 0.490 0.30
H -0.782 -8.995 16.031 -0.410 0.520 -0.239 0.00
H -1.657 -13.527 16.845 -0.364 -0.186 -0.176 0.31
H -5.996 -12.915 16.963 -0.082 -0.076 -0.030 0.12
H 0.931 -11.372 12.525 0.078 -0.284 0.137 0.24
H -3.482 -10.803 7.671 -0.028 0.076 0.875 0.29
H -1.757 -4.993 12.137 0.138 1.548 -0.380 0.35
H -4.564 -9.798 13.065 -0.684 -0.263 -0.307 0.30
H -5.257 -16.651 12.222 -0.209 -0.302 -0.110 0.32
H -6.653 -14.502 16.445 0.244 0.296 -0.637 0.18
H -0.130 -7.756 17.066 0.154 0.508 0.185 0.33
H -5.663 -16.902 13.960 -0.158 -0.393 -0.036 0.26
H -3.180 -13.270 15.938 0.130 -0.032 -0.820 -0.20
H -4.317 -10.671 9.290 0.534 0.357 -0.416 0.27
H -3.959 -16.812 13.434 -0.476 0.308 0.034 0.30
```
Forces are in eV/Å.

Summary:
* frontier orbital gap: 11.1 eV
* HOMO: -0.40858 hartree
* multiplicity: 1
* energy relative to the best compared isomer or geometry (same formula, charge and spin): 2.6 kcal per mole
* SMILES string: C[N+](=O)[O-].C[N+](=O)[O-].CC#N.CC#N.CC#N.CC#N.CC#N.CC#N
* E_LUMO: 0.01 eV

=====

No. 2
Entry from the OMol25 dataset: a structure of composition C14H24O5PPdSSe2 (the ωB97M-V functional and the def2-TZVPD basis).

Structure (XYZ):
```
48
Properties=species:S:1:pos:R:3:forces:R:3:mulliken_charge:R:1
Pd -0.105 0.448 -0.844 0.462 -0.021 -0.152 0.00
Se 2.088 -0.364 0.553 -0.454 -0.060 -0.121 0.18
Se 1.182 2.607 -1.095 -0.138 -0.123 0.071 -0.04
S -1.782 -1.019 -0.447 -0.037 -0.248 -0.085 -0.37
P -0.534 -0.139 -2.956 -0.005 0.099 0.060 1.53
O -1.796 -1.076 6.355 0.073 0.071 -0.123 -0.48
O -0.223 0.907 -4.111 -0.117 0.189 -0.035 -0.43
O -0.445 -2.771 5.899 0.192 0.083 0.009 -0.53
O -1.975 -0.612 -3.379 0.073 0.012 -0.030 -0.39
O 0.381 -1.388 -3.221 0.029 -0.061 -0.054 -0.30
C 0.296 -2.149 -4.458 -0.039 0.052 0.106 -0.72
C -1.547 -1.244 1.281 0.011 0.134 0.262 0.40
C 2.963 1.340 0.859 0.065 0.316 -0.208 -0.84
C -1.643 -0.150 2.150 -0.052 -0.130 -0.100 -0.28
C -1.531 -0.336 3.518 0.043 -0.141 0.036 -0.96
C -3.096 0.297 -3.394 0.047 -0.010 0.089 -0.64
C 1.919 -0.887 2.406 -0.151 0.180 0.193 -0.84
C -1.328 -1.615 4.032 0.160 0.053 -0.027 0.70
C 1.071 1.454 -4.399 -0.047 -0.158 -0.097 -0.48
C 0.416 3.333 0.533 -0.014 0.041 0.083 -0.89
C -1.124 -1.874 5.496 -0.415 -0.248 0.056 0.55
C -1.350 -2.527 1.804 -0.013 0.176 -0.071 -0.63
C -1.237 -2.707 3.169 0.008 0.119 0.080 -0.84
C 2.959 2.189 -0.408 0.093 -0.230 0.180 -0.83
H 0.206 -1.480 -5.312 -0.002 -0.005 -0.004 0.35
H -1.066 -3.690 3.588 0.001 0.011 0.014 0.44
H 3.991 1.144 1.163 -0.004 0.007 -0.021 0.45
H -1.589 0.524 4.174 -0.001 0.006 0.053 0.42
H 2.904 -1.094 2.815 0.023 0.011 0.009 0.48
H 1.214 -2.722 -4.519 -0.006 -0.009 0.001 0.25
H -1.288 -3.373 1.133 -0.004 0.015 -0.023 0.45
H -2.975 1.005 -4.209 -0.029 0.036 -0.013 0.28
H 1.816 0.660 -4.451 0.034 0.014 0.020 0.30
H 3.454 1.677 -1.235 0.031 0.007 0.053 0.45
H -2.445 -0.543 5.879 0.029 0.024 0.061 0.35
H 0.333 2.563 1.300 0.003 0.061 -0.074 0.19
H -3.977 -0.317 -3.546 -0.004 0.011 -0.003 0.26
H -0.567 -2.807 -4.400 0.007 -0.017 -0.041 0.28
H -3.164 0.810 -2.433 -0.031 0.015 -0.048 0.27
H 1.315 -1.789 2.427 -0.023 -0.027 0.007 0.19
H -0.571 3.706 0.271 -0.004 0.003 0.020 0.36
H 1.040 4.156 0.875 -0.021 -0.003 0.006 0.39
H -1.855 0.840 1.756 0.048 -0.118 -0.028 0.58
H 3.467 3.140 -0.251 -0.022 -0.001 0.045 0.47
H 0.984 1.938 -5.367 0.021 -0.005 0.001 0.28
H 2.453 1.839 1.682 0.037 0.026 -0.014 0.40
H 1.347 2.193 -3.653 0.034 0.018 -0.041 0.06
H 1.414 -0.097 2.969 0.111 -0.173 -0.101 0.22
```
Forces are in eV/Å.

Summary:
* frontier orbital gap: 7.2 eV
* HOMO: -0.41581 hartree
* multiplicity: 1
* energy relative to the best compared isomer or geometry (same formula, charge and spin): 18.3 kcal per mole
* E_LUMO: -4.15 eV
* net charge: +1

=====

No. 3
Entry from the OMol25 dataset: a structure of composition C14H25GeN4PdS3 (the ωB97M-V functional and the def2-TZVPD basis).

Structure (XYZ):
```
48
Properties=species:S:1:pos:R:3:forces:R:3:lowdin_spin:R:1
Pd -0.092 -0.416 0.109 0.680 0.615 -0.322 1.37
Ge -0.325 -3.824 -0.001 0.082 0.231 -0.099 0.08
S -0.157 -0.389 -2.370 0.054 -0.059 -0.131 0.27
S 0.385 0.244 2.671 -0.129 -0.123 0.078 0.10
S -2.423 0.346 -0.705 -0.330 -0.105 0.111 0.34
N 0.286 1.848 -0.039 -0.099 -0.077 0.154 0.14
N 2.228 -0.178 0.215 -0.126 -0.432 0.168 0.09
N -1.530 0.113 -5.755 -0.055 0.025 0.156 0.19
N -4.912 1.412 -3.217 0.137 -0.035 -0.012 0.18
C 1.652 2.110 -0.522 -0.020 0.007 -0.033 0.01
C 2.123 -0.286 2.713 0.017 0.001 0.063 0.01
C -1.091 -2.242 0.938 -0.331 -0.206 0.263 0.55
C -1.981 0.275 -4.704 -0.033 0.005 0.102 0.04
C -3.841 0.991 -3.303 0.100 -0.079 0.016 0.04
C -1.201 -5.223 1.029 -0.060 -0.143 0.116 0.08
C 2.693 1.214 0.131 -0.004 -0.016 0.003 0.01
C -0.841 -3.907 -1.861 -0.087 -0.023 -0.135 0.00
C 0.526 2.043 2.454 0.010 -0.018 -0.041 0.01
C -1.751 0.152 -2.224 -0.105 0.169 -0.205 0.04
C 1.597 -4.043 0.173 0.151 -0.031 0.003 0.00
C 2.664 -0.897 1.424 0.010 0.102 -0.046 0.01
C -0.142 2.543 1.184 0.066 0.029 -0.029 0.01
C -2.526 0.473 -3.410 -0.009 -0.019 -0.098 0.34
H 1.944 -3.885 1.196 -0.021 -0.089 -0.051 0.00
H 2.193 -1.033 3.502 0.022 0.000 0.027 0.00
H -0.956 -2.293 2.016 0.028 0.019 0.026 0.02
H -2.152 -2.188 0.706 -0.054 0.040 0.043 0.02
H 3.755 -0.939 1.502 0.065 0.020 -0.019 0.00
H 1.925 3.158 -0.370 0.001 0.038 -0.007 0.00
H -2.285 -5.155 0.941 0.039 -0.028 0.017 0.00
H 2.155 -3.399 -0.509 0.004 -0.021 0.037 0.00
H 3.621 1.281 -0.438 0.052 0.022 -0.005 0.00
H -0.363 2.100 -0.775 -0.034 0.006 -0.029 0.00
H 0.043 2.510 3.311 -0.011 0.019 -0.002 0.00
H 2.523 -0.699 -0.602 0.113 0.020 -0.020 0.00
H 1.644 1.924 -1.594 -0.014 -0.008 -0.036 0.00
H 1.580 2.310 2.499 -0.012 0.038 0.005 0.00
H 2.306 -1.919 1.332 -0.001 0.048 -0.018 0.00
H -0.917 -5.158 2.079 -0.041 -0.058 -0.029 0.00
H 2.927 1.558 1.135 -0.015 0.001 0.012 0.00
H 0.037 3.619 1.100 0.018 0.048 -0.029 0.00
H 2.705 0.570 3.051 0.028 -0.017 -0.006 0.00
H -1.218 2.398 1.262 -0.076 -0.012 0.008 0.00
H -0.300 -3.179 -2.461 -0.008 -0.020 -0.049 0.00
H -0.865 -6.181 0.622 -0.062 0.029 0.066 0.01
H 1.821 -5.079 -0.092 0.052 0.055 -0.006 0.00
H -1.913 -3.735 -1.980 0.047 -0.007 -0.009 0.00
H -0.610 -4.906 -2.238 -0.037 0.043 -0.005 0.00
```
Forces are in eV/Å.

Summary:
* frontier orbital gap (spin up / spin down): 7.6 / 5.9 eV
* HOMO (spin up / spin down): -0.40042 / -0.44155 hartree
* multiplicity: 5
* energy relative to the best compared isomer or geometry (same formula, charge and spin): 2.9 kcal per mole
* E_LUMO (spin up / spin down): -3.26 / -6.13 eV
* net charge: +1